[1]
{
  "formula": "C4H6CrO3",
  "method": "ωB97M-V with the def2-TZVPD basis set",
  "s_squared": 6.11,
  "e_homo_ev": [-7.416, -7.862],
  "multiplicity": 5,
  "gap_ev": [5.803, 6.299],
  "species": ["O", "C", "O", "C", "H", "C", "H", "H", "H", "Cr", "O", "C", "H", "H"],
  "positions_angstrom": [[-0.83328, 0.73870, -0.70268], [-1.00552, -0.47722, -0.23368], [-2.08798, -1.02827, -0.23030], [0.53433, 1.34139, -0.78110], [0.65540, 1.51208, -1.86452], [0.45503, 2.69455, -0.09796], [-0.35622, 3.34012, -0.48179], [0.32556, 2.60250, 0.99220], [1.40702, 3.22388, -0.26400], [1.88101, -0.14303, 0.06750], [0.09589, -0.96322, 0.38793], [0.25530, -2.26272, 1.06510], [-0.15255, -3.02684, 0.37876], [-0.42934, -2.22246, 1.93207]],
  "forces_ev_per_angstrom": [[0.968, 0.320, -0.338], [-2.831, -0.230, 0.589], [1.751, 0.314, -0.130], [-0.164, -0.253, -0.235], [0.105, -0.173, 0.331], [0.196, 0.233, 0.326], [0.260, -0.370, 0.067], [-0.031, 0.015, -0.318], [-0.253, -0.082, 0.025], [-1.947, -0.863, 0.441], [1.011, 0.624, -0.529], [-0.097, 0.107, -0.236], [0.441, 0.300, 0.155], [0.590, 0.056, -0.149]],
  "lowdin_spin": [-0.004, 0.001, 0.002, -0.051, 0.004, 0.002, -0.002, 0.001, 0.001, 4.139, -0.010, -0.072, -0.004, -0.006]
}

***

[2]
{
  "formula": "C4H6CsO3",
  "method": "ωB97M-V with the def2-TZVPD basis set",
  "s_squared": 0.75,
  "e_homo_ev": [-6.467, -6.730],
  "multiplicity": 2,
  "gap_ev": [5.228, 5.490],
  "species": ["C", "O", "O", "O", "Cs", "C", "C", "C", "H", "H", "H", "H", "H", "H"],
  "positions_angstrom": [[1.56795, 0.33362, -0.38208], [1.48487, -0.60872, -1.21854], [0.63272, 1.28362, -0.46208], [2.43703, 0.34567, 0.52586], [5.26260, -2.29334, -0.59298], [-1.20597, -0.30035, -0.14385], [-0.72543, 0.89519, -0.88440], [-1.47540, -0.24762, 1.31853], [-1.28832, -1.24700, -0.68242], [-0.70162, 0.72010, -1.96725], [-1.33227, 1.78049, -0.65448], [-0.97394, -1.06376, 1.85453], [-2.55679, -0.30262, 1.52771], [-1.12544, 0.70472, 1.76145]],
  "forces_ev_per_angstrom": [[1.390, -3.391, -0.199], [-0.066, 0.019, -0.517], [-1.391, 1.802, 0.798], [-0.192, 1.201, -0.088], [-0.818, 0.548, 0.084], [-0.124, -0.082, -0.331], [1.007, -0.325, -0.113], [0.084, 0.491, 0.169], [0.054, 0.338, 0.260], [-0.105, 0.004, 0.265], [0.217, -0.085, -0.043], [-0.168, 0.083, -0.050], [0.161, -0.168, 0.033], [-0.049, -0.432, -0.269]],
  "lowdin_spin": [0.010, 0.015, 0.048, 0.006, 0.001, 0.639, 0.082, 0.099, 0.030, 0.002, 0.016, 0.017, 0.032, 0.001]
}